1.
Molecular formula: C3H17O7S
Method: DFT, ωB97M-V/def2-TZVPD

```
28
Properties=species:S:1:pos:R:3:lowdin_charge:R:1
O -1.323 -1.423 1.476 -0.220
C -1.406 -1.885 0.297 -0.616
C -0.566 -1.175 -0.808 -0.266
C -1.638 -0.770 -1.815 -0.541
S -3.080 -1.278 -0.796 0.648
H -1.506 -2.981 0.161 0.090
H -0.028 -0.347 -0.383 0.078
H 0.139 -1.856 -1.199 0.089
H -1.605 0.261 -2.038 0.036
H -1.592 -1.281 -2.773 0.052
H -0.611 1.780 1.845 -0.021
H 0.588 2.330 1.070 -0.006
O 0.299 2.050 1.943 -0.068
H 0.210 -0.943 1.880 0.042
H 0.839 0.462 2.082 0.010
O 1.126 -0.492 2.014 -0.126
H 3.255 -1.101 0.022 0.077
H 2.032 -0.373 0.704 -0.013
O 2.617 -0.362 -0.093 -0.097
H 1.967 0.073 -1.615 0.014
H 0.748 0.083 -2.467 -0.025
O 1.535 0.549 -2.374 -0.059
H 1.236 1.950 -1.254 0.018
H 2.176 1.928 -0.068 0.016
O 1.473 2.430 -0.445 -0.050
H -2.784 1.182 1.052 0.028
H -1.902 0.107 1.763 0.027
O -2.198 1.084 1.820 -0.115
```

The HOMO energy is -4.7 eV. As for the charge: -1. The value obtained for the LUMO energy is 0.115 Eh.

---

2.
Molecular formula: C3H18NO4
Method: DFT, ωB97M-V/def2-TZVPD

```
26
Properties=species:S:1:pos:R:3:lowdin_spin:R:1
C 0.876 1.966 1.012 0.117
C -0.353 1.149 0.705 0.057
C -1.216 1.875 -0.292 0.248
N 0.084 -0.271 0.108 0.009
H 0.746 2.401 2.221 0.030
H 1.898 1.424 1.008 0.018
H 1.009 2.772 0.290 0.019
H -0.953 0.860 1.637 0.001
H -1.468 1.246 -1.315 0.084
H -0.817 2.861 -0.835 0.055
H -2.111 2.281 0.107 0.012
H 0.793 -0.722 0.846 -0.001
H -0.820 -0.863 -0.068 -0.001
H 0.483 -0.204 -0.873 -0.002
H -3.941 -1.875 0.501 0.000
H -3.196 -1.679 1.773 0.000
O -3.118 -1.872 0.877 0.011
H 2.219 -1.827 -2.272 0.000
H 2.456 -0.433 -2.565 0.000
O 1.937 -0.981 -1.958 -0.002
H -1.170 -1.181 -2.794 0.001
H 0.249 -1.011 -2.667 0.001
O -0.559 -0.450 -2.894 0.312
H 2.994 -0.118 2.889 0.000
H 1.652 -0.929 3.389 0.000
O 2.182 -0.579 2.653 0.032
```

As for the multiplicity: 2. The HOMO energy (alpha / beta) is -18.3 / -18.2 eV. As for the charge: +2. The energy relative to the best compared isomer or geometry (same formula, charge and spin) is 2.187 eV. The value obtained for the LUMO energy (alpha / beta) is -0.242 / -0.542 Eh.

---

3.
Molecular formula: C3H18O8
Method: DFT, ωB97M-V/def2-TZVPD

```
29
Properties=species:S:1:pos:R:3:lowdin_charge:R:1
O -0.505 0.044 0.679 0.010
C -1.120 1.015 0.283 -0.239
C -0.446 2.348 0.117 -0.126
C 0.967 2.372 -0.463 -0.223
O 0.988 1.585 -1.644 -0.086
H -2.179 0.950 0.015 0.126
H -1.115 3.013 -0.434 0.120
H -0.425 2.769 1.134 0.131
H 1.208 3.408 -0.708 0.119
H 1.762 2.068 0.220 0.123
H 1.497 0.769 -1.495 0.048
O -1.698 -2.461 0.124 -0.057
H -0.753 -2.603 0.235 0.005
H -1.770 -1.504 0.038 -0.002
O 2.339 -0.694 -0.874 -0.044
H 3.037 -0.848 -0.231 0.078
H 1.528 -0.577 -0.360 0.026
O 2.066 -3.377 -1.799 -0.064
H 2.310 -2.469 -1.554 -0.010
H 1.161 -3.502 -1.537 0.012
O 1.378 -1.814 1.467 -0.046
H 0.629 -1.246 1.668 0.012
H 1.525 -2.501 2.119 0.058
O -2.656 0.249 3.933 -0.047
H -3.412 0.045 3.387 0.030
H -2.123 0.892 3.462 0.016
O -1.502 0.583 -2.284 -0.046
H -2.018 0.419 -3.071 0.049
H -0.673 1.067 -2.426 0.025
```

The HOMO energy is -10.7 eV. As for the charge: 0. The energy relative to the best compared isomer or geometry (same formula, charge and spin) is 0.617 eV. The SMILES is O=CCCO.O.O.O.O.O.O. The value obtained for the LUMO energy is 0.010 Eh.